Record 1
This record from the Open Molecules 2025 dataset describes a structure of composition C2BrClF2S in a non-equilibrium geometry. The level of theory is the ωB97M-V functional and the def2-TZVPD basis.

## Properties
charge: 0
ΔE to the lowest compared entry with this formula, charge and spin: 54.2 kcal per mole
HOMO level (alpha / beta): -9.0594 / -9.0688 eV
lowest unoccupied orbital energy (alpha / beta): -2.909 / -2.905 eV
energy: -3708.1578 hartree

The geometry in XYZ format:
```
7
C2BrClF2S, DFT the ωB97M-V functional and the def2-TZVPD basis
C 0.88572 0.23997 0.07126
C -0.32015 -0.62529 0.16306
F -0.10805 -1.79066 0.92334
F -1.21314 0.11514 0.83533
S 1.02953 1.91990 -1.46991
Cl -0.86442 -0.99214 -1.46945
Br 2.58374 -0.21762 0.38926
```



Record 2
This record from the Open Molecules 2025 dataset describes a cluster of 2 separate species, C2BrN2O2 in total in a non-equilibrium geometry. The level of theory is the ωB97M-V functional and the def2-TZVPD basis.

## Properties
charge: -1
ΔE to the lowest compared entry with this formula, charge and spin: 21.6 kcal per mole
HOMO level: -3.7982 eV
lowest unoccupied orbital energy: 3.827 eV
energy: -2910.2029 hartree

The geometry in XYZ format:
```
7
C2BrN2O2, DFT the ωB97M-V functional and the def2-TZVPD basis
C -1.23849 -1.08666 -0.05090
C 0.56162 0.42029 -0.10454
N 0.54318 1.82369 -0.45211
N 0.44746 1.58055 0.75357
O -0.72628 -2.07291 0.29077
O -2.09029 -0.35961 -0.38078
Br 2.50281 -0.30534 -0.05600
```



Record 3
This record from the Open Molecules 2025 dataset describes a cluster of 2 separate species, C2BrN2P in total in a non-equilibrium geometry. The level of theory is the ωB97M-V functional and the def2-TZVPD basis.

## Properties
charge: 0
ΔE to the lowest compared entry with this formula, charge and spin: 53.0 kcal per mole
HOMO level (alpha / beta): -10.9564 / -9.1122 eV
lowest unoccupied orbital energy (alpha / beta): -2.284 / -4.492 eV
energy: -3100.9223 hartree

The geometry in XYZ format:
```
6
C2BrN2P, DFT the ωB97M-V functional and the def2-TZVPD basis
C 1.35415 2.95547 0.05870
C -0.26418 -0.70120 0.67496
N 1.00891 2.24937 -0.78809
N 0.44859 -0.49118 1.57993
P -1.11029 -0.92752 -0.80209
Br -1.43718 -3.08494 -0.72341
```



Record 4
This record from the Open Molecules 2025 dataset describes a structure of composition C2CeF3MgNO4S2 in a non-equilibrium geometry. The level of theory is the ωB97M-V functional and the def2-TZVPD basis.

## Properties
⟨S²⟩: 2.0163
charge: +2
2S+1: 3
HOMO level (alpha / beta): -15.2243 / -15.2778 eV
lowest unoccupied orbital energy (alpha / beta): -10.056 / -11.793 eV
energy: -2202.3877 hartree

The geometry in XYZ format:
```
14
C2CeF3MgNO4S2, DFT the ωB97M-V functional and the def2-TZVPD basis
O -4.08724 0.27258 1.63193
C -3.65109 0.19124 0.51427
O -3.45296 -0.68292 -0.34792
Mg -2.24133 2.07953 -0.03194
Ce -1.23305 -1.59877 -0.81847
N 0.38459 1.38673 -0.01726
S -0.11874 0.83985 -1.65936
S 1.15948 0.31908 0.84433
O 0.64689 -1.08309 0.62683
O 1.30755 0.73571 2.22824
C 2.90376 0.18928 0.16570
F 2.89866 -0.40513 -1.01313
F 3.40660 1.40344 0.04725
F 3.63840 -0.51408 1.00799
```



Record 5
This record from the Open Molecules 2025 dataset describes a cluster of 2 separate species, C2Cl2FNS in total in a non-equilibrium geometry. The level of theory is the ωB97M-V functional and the def2-TZVPD basis.

## Properties
charge: 0
ΔE to the lowest compared entry with this formula, charge and spin: 46.0 kcal per mole
HOMO level (alpha / beta): -9.8074 / -8.9433 eV
lowest unoccupied orbital energy (alpha / beta): -1.338 / -3.143 eV
energy: -1549.2865 hartree

The geometry in XYZ format:
```
7
C2Cl2FNS, DFT the ωB97M-V functional and the def2-TZVPD basis
C -0.07356 -1.86828 0.67001
C 0.12541 1.15235 -0.43490
N 0.97510 -2.21684 1.00780
F 1.27439 0.50504 -0.39563
S -1.55774 -1.34066 0.23566
Cl -0.17301 2.22296 0.80405
Cl -0.57059 1.54542 -1.88698
```



Record 6
This record from the Open Molecules 2025 dataset describes the molecule C2Cl2O in a non-equilibrium geometry. The level of theory is the ωB97M-V functional and the def2-TZVPD basis.

## Properties
charge: 0
ΔE to the lowest compared entry with this formula, charge and spin: 14.1 kcal per mole
HOMO level: -8.7698 eV
lowest unoccupied orbital energy: -0.132 eV
energy: -1071.7544 hartree
SMILES: O=C=C(Cl)Cl

The geometry in XYZ format:
```
5
C2Cl2O, DFT the ωB97M-V functional and the def2-TZVPD basis
O 2.07745 -0.25967 -0.02759
C 0.95710 -0.14981 0.22550
C -0.45745 0.05299 -0.21860
Cl -1.50217 -1.28004 0.01146
Cl -1.07492 1.63653 0.00923
```



Record 7
This record from the Open Molecules 2025 dataset describes the molecule C2Cl3F2NO in a non-equilibrium geometry. The level of theory is the ωB97M-V functional and the def2-TZVPD basis.

## Properties
charge: 0
ΔE to the lowest compared entry with this formula, charge and spin: 0.0 kcal per mole
HOMO level: -9.4833 eV
lowest unoccupied orbital energy: -0.753 eV
energy: -1786.3912 hartree
SMILES: O=NC(F)(F)C(Cl)(Cl)Cl

The geometry in XYZ format:
```
9
C2Cl3F2NO, DFT the ωB97M-V functional and the def2-TZVPD basis
O -0.73314 2.22432 -0.15631
N -0.32779 1.29927 -0.73523
C -0.47712 -0.35054 0.04660
F -1.08110 -0.37884 1.22468
F -1.13018 -1.02950 -0.88727
C 0.99781 -0.76511 0.16252
Cl 1.62179 0.68118 1.23506
Cl 1.15614 -2.31850 1.05063
Cl 2.06846 -0.70681 -1.19256
```



Record 8
This record from the Open Molecules 2025 dataset describes a structure of composition C2Cl3F3 in a non-equilibrium geometry. The level of theory is the ωB97M-V functional and the def2-TZVPD basis.

## Properties
charge: 0
ΔE to the lowest compared entry with this formula, charge and spin: 44.4 kcal per mole
HOMO level: -10.4922 eV
lowest unoccupied orbital energy: 0.428 eV
energy: -1756.3248 hartree

The geometry in XYZ format:
```
8
C2Cl3F3, DFT the ωB97M-V functional and the def2-TZVPD basis
C -1.06293 0.04541 -0.04082
C 0.98276 0.08784 -0.02587
F -1.55090 0.68919 0.99903
F -1.13394 -1.24295 0.09651
F -1.62750 0.34044 -1.14167
Cl 1.30546 -1.49156 -0.74253
Cl 1.63078 1.56057 -0.79053
Cl 1.45628 0.01105 1.64588
```



Record 9
This record from the Open Molecules 2025 dataset describes a structure of composition C2ClF2O4P in a non-equilibrium geometry. The level of theory is the ωB97M-V functional and the def2-TZVPD basis.

## Properties
charge: -2
ΔE to the lowest compared entry with this formula, charge and spin: 0.0 kcal per mole
HOMO level: -0.5999 eV
lowest unoccupied orbital energy: 6.543 eV
energy: -1378.5426 hartree

The geometry in XYZ format:
```
10
C2ClF2O4P, DFT the ωB97M-V functional and the def2-TZVPD basis
C 1.04628 0.66278 0.09146
C 0.10888 -0.98782 0.27295
O -0.10928 1.44445 -0.00421
O -2.19996 0.55394 1.32150
O 2.00852 0.93284 0.78154
O -1.96520 -0.00670 -1.24191
F 0.46388 -1.82719 1.36129
F 0.21211 -1.86631 -0.74881
P -1.34808 0.28113 0.08394
Cl 1.78284 0.81287 -1.91775
```



Record 10
This record from the Open Molecules 2025 dataset describes a cluster of 2 separate species, C2ClF3 in total in a non-equilibrium geometry. The level of theory is the ωB97M-V functional and the def2-TZVPD basis.

## Properties
charge: 0
ΔE to the lowest compared entry with this formula, charge and spin: 123.5 kcal per mole
HOMO level (alpha / beta): -11.4111 / -11.2656 eV
lowest unoccupied orbital energy (alpha / beta): -3.046 / -3.103 eV
energy: -835.7583 hartree

The geometry in XYZ format:
```
6
C2ClF3, DFT the ωB97M-V functional and the def2-TZVPD basis
C -0.26643 0.30490 0.34810
C 0.07330 -0.72414 -0.35356
F -0.99850 0.96674 1.18451
F 0.97846 2.31544 0.05333
F 1.11015 -0.66416 -1.25222
Cl -0.89698 -2.19878 0.01984
```



Record 11
This record from the Open Molecules 2025 dataset describes the molecule C2ClF4NO in a non-equilibrium geometry. The level of theory is the ωB97M-V functional and the def2-TZVPD basis.

## Properties
charge: 0
ΔE to the lowest compared entry with this formula, charge and spin: 0.0 kcal per mole
HOMO level: -10.4740 eV
lowest unoccupied orbital energy: -1.491 eV
energy: -1065.7590 hartree
SMILES: O=NC(F)(F)C(F)(F)Cl

The geometry in XYZ format:
```
9
C2ClF4NO, DFT the ωB97M-V functional and the def2-TZVPD basis
O 2.09774 -0.82099 -0.46810
N 1.02164 -1.33498 -0.39661
C -0.22355 -0.43046 -0.55118
F -0.48508 0.38362 -1.60325
F -1.15638 -1.31556 -0.58335
C -0.33846 0.55924 0.67339
F -1.64068 0.75785 0.91617
F 0.29993 0.11520 1.76028
Cl 0.42483 2.08607 0.25266
```



Record 12
This record from the Open Molecules 2025 dataset describes a cluster of 2 separate species, C2ClF4NO in total in a non-equilibrium geometry. The level of theory is the ωB97M-V functional and the def2-TZVPD basis.

## Properties
charge: 0
ΔE to the lowest compared entry with this formula, charge and spin: 73.6 kcal per mole
HOMO level (alpha / beta): -11.3788 / -9.4510 eV
lowest unoccupied orbital energy (alpha / beta): -1.704 / -1.265 eV
energy: -1065.6417 hartree

The geometry in XYZ format:
```
9
C2ClF4NO, DFT the ωB97M-V functional and the def2-TZVPD basis
C -0.05349 0.95167 0.77185
C 1.04053 0.37839 0.00351
N -0.97495 -0.81974 -1.03900
O -0.86707 1.81747 0.54222
F -0.01616 0.22289 1.98472
F 1.55257 -0.77196 0.22836
F -1.79290 -0.89375 -0.03376
F -0.71886 -2.16271 -1.29390
Cl 1.83033 1.27774 -1.16399
```



> energy of number 2 (C2BrN2O2)?

-2910.2029 hartree



> Look up the charge of the seventh one.

0



> Number 8 is which compound?

C2Cl3F3